105
Properties=species:S:1:pos:R:3:lowdin_charge:R:1 method="wB97M-V/def2-TZVPD" energy_ha=-8360.298512 orbital_gap_ev=4.0 charge=-2 homo_energy_ev=-0.431 max_force_ev_per_a=0.9 de_lowest_kcal_mol=0.0 e_lumo_ha=0.1323
C -1.96332 3.64505 3.94919 -0.061
C -0.91899 1.18874 -2.23315 -0.897
H 3.77686 4.08229 -1.56085 0.095
H -3.88599 -1.86783 5.49146 0.105
H -2.71934 1.94950 -2.70331 0.033
Se -2.33164 -1.77937 1.69844 0.343
C 2.68844 -2.59602 -3.85763 -0.070
H -5.49477 2.43867 1.83481 0.105
H 2.11726 -3.38901 -7.10482 0.079
C -1.83205 -1.73633 4.86480 -0.347
C -1.93020 -0.51839 8.91462 -0.091
C 2.09722 -3.66413 1.37633 -0.141
N 1.09603 1.21542 2.32816 -0.078
H -3.19357 4.72178 2.57334 0.110
C 1.50572 -2.25581 -1.00887 -0.222
N 0.09023 0.36532 2.26490 -0.095
C -4.98436 1.74932 5.11054 -0.085
C 2.12361 -4.33662 0.12115 -0.139
Se 1.43478 3.21011 6.61072 0.218
H -3.65332 0.80516 1.60706 0.065
C 4.08610 2.04618 -2.14561 -0.168
H 0.63454 -0.19036 6.73223 0.112
C -1.36645 -3.75301 6.72740 -0.108
C 5.82221 3.52459 -1.30455 -0.108
C -0.74994 -0.80892 8.24352 -0.088
N 0.92528 -0.13392 -1.90592 -0.204
C 4.49965 3.28522 -1.66641 -0.033
H 1.72079 3.46903 -1.60616 0.073
H -3.57153 0.85468 9.10325 0.098
C -2.84947 4.65566 3.59694 -0.073
C 0.46774 -1.98642 -4.48675 -0.041
C -4.03178 1.07626 2.58681 -0.103
C 6.37876 1.27593 -1.88662 -0.102
C 0.06260 1.39000 4.19361 -0.433
H 7.80109 2.70520 -1.12726 0.083
H -6.35221 3.03919 4.08092 0.097
H -0.48888 -1.55649 -4.23358 0.091
C 1.73630 -2.33943 1.33539 -0.214
C 2.10335 0.76587 -1.48819 -0.176
H -1.62702 2.94519 3.19503 0.105
C 1.81562 3.03137 -2.60093 -0.080
N 1.44513 -1.62786 0.24763 0.022
H -3.97265 6.35206 4.27051 0.096
N 1.11604 1.83951 3.47796 0.021
C 1.24513 -1.51379 -2.12718 -0.199
C -2.18900 1.46597 7.58479 -0.112
C -5.54677 2.32130 3.98103 -0.099
H -3.12492 6.20603 6.59472 0.095
C -3.94379 0.83772 4.97911 -0.101
C 1.84134 -3.67221 -1.02324 -0.055
H -2.29107 -1.18609 9.68771 0.098
C -0.60223 0.42372 3.40914 -0.396
H 3.47015 -2.63761 -3.10704 0.113
C 2.92813 -3.08560 -5.13351 -0.114
H -5.34501 2.01506 6.09705 0.100
C -3.46561 0.49328 3.72237 -0.330
H 2.24909 3.77054 -3.28603 0.076
H -0.07980 -2.40149 -6.51223 0.085
P -0.23995 2.31338 5.70448 0.503
H 6.10127 4.50056 -0.92347 0.088
H 4.76387 0.06480 -2.58895 0.104
H 2.89073 0.01927 -1.33487 0.063
C 0.70739 -2.46092 -5.76803 -0.113
H 0.66943 -3.69943 6.03224 0.107
H 3.89821 -3.50889 -5.37073 0.087
H -1.18790 -4.54147 7.44917 0.097
C 2.64223 1.74135 -2.55405 -0.498
C -0.32482 -3.28060 5.94034 -0.085
H 2.35050 -5.39832 0.07494 0.082
C -5.06692 1.98576 2.72049 -0.083
N -1.82468 1.78358 -3.13999 0.007
H -2.76814 2.34203 7.32333 0.091
C 6.77192 2.52402 -1.41545 -0.132
C -1.01334 1.17585 6.90285 -0.346
C 1.45678 -2.03577 -3.49577 -0.177
H -1.49097 4.46499 7.20017 0.093
C -1.90783 4.49156 6.20028 -0.126
C -1.49752 3.55142 5.25561 -0.339
H 1.83001 -4.19962 -1.96845 0.091
H -3.46037 -3.60045 7.17692 0.099
H 0.80663 2.80801 -2.94184 0.054
S -1.11991 1.69928 -0.57257 0.509
H 1.68400 -1.77692 2.26719 0.083
C -0.29438 0.03292 7.24433 -0.102
H 7.10333 0.47362 -1.97138 0.089
C -2.64863 0.62058 8.58651 -0.089
C -2.87696 -2.23202 5.63606 -0.086
H 3.16103 0.18026 -4.01041 0.060
Mg 0.87881 0.42559 0.25409 0.411
C 2.67746 1.15740 -3.98579 -0.044
C 5.06125 1.04578 -2.24016 -0.039
N -0.06973 0.38608 -2.76490 0.026
C -2.80889 5.48276 5.85292 -0.092
C -0.55566 -2.27534 5.01680 -0.095
H -1.89126 1.22030 -3.97934 0.062
P -2.06913 -0.64323 3.42685 0.520
C -2.64039 -3.22731 6.57532 -0.094
H 3.21817 1.82568 -4.66575 0.078
H 1.66084 1.01578 -4.34980 0.066
C 1.93629 -3.01634 -6.10287 -0.137
H 0.25524 -1.93142 4.38544 0.106
H -0.19062 -1.70202 8.48613 0.101
C -3.28069 5.56562 4.54720 -0.093
H 2.32973 -4.15502 2.31046 0.061
H -3.50535 0.40076 5.86344 0.072

146
Properties=species:S:1:pos:R:3:lowdin_charge:R:1 method="wB97M-V/def2-TZVPD" energy_ha=-9917.158578 orbital_gap_ev=8.3 charge=+1 homo_energy_ev=-9.913 max_force_ev_per_a=2.0 e_lumo_ha=-0.0603
H -0.65625 2.15631 -3.54735 0.049
C 8.58969 1.17128 3.20417 -0.178
H -6.93004 -1.93973 1.64337 0.049
H 0.97101 -2.94885 -5.46715 0.050
H -3.41434 -3.95823 4.32326 0.050
H 0.61164 -2.41644 2.06367 -0.014
C 1.84019 -3.54055 -5.18784 -0.265
H 4.81244 -3.41772 -3.06242 0.049
C -3.18923 -6.57315 5.43893 -0.272
C 4.31564 7.86959 6.79032 -0.264
Br 0.75520 -2.23661 4.95476 0.737
H 1.51474 -4.49439 -4.77323 0.055
C 4.63441 2.65176 4.71998 -0.028
C 1.96819 -1.29473 3.74509 -0.775
H -1.68916 -2.94821 -0.91146 0.068
H 1.82654 4.77645 -4.91773 0.056
H 4.57904 -3.96087 -4.74097 0.044
H 0.95011 1.36707 4.80784 0.014
H 8.80056 2.22035 3.04215 0.124
H -7.73639 0.60156 -8.80155 0.050
H 10.20196 -0.12974 3.85404 0.076
C -5.32438 5.05061 -4.80232 -0.260
O 6.31958 1.90984 1.65481 0.198
H -0.17390 3.76784 7.93253 0.065
H 6.15592 5.12263 8.34942 0.050
C -11.83046 -2.40657 -0.52405 -0.272
H 3.13616 4.66730 -3.71768 0.048
H -12.00797 0.43361 -0.56731 0.055
H 5.98173 6.81987 8.85051 0.057
H -10.41072 -0.06388 0.07068 0.054
C -7.23804 -2.51115 0.76921 -0.264
H -2.73754 -1.50990 -0.86718 0.059
B 6.26395 1.58179 2.95837 -0.669
O 6.58394 -5.73802 -5.50142 -0.563
H 1.41369 4.06574 7.17887 0.052
H -2.86608 -2.72595 0.41732 0.018
C 7.96680 -3.67122 -6.40973 -0.273
S -0.95401 -1.32529 0.67331 0.813
S 7.91822 -5.43854 -6.08581 0.805
C 7.86509 -5.94647 -7.80824 -0.273
S 5.43094 6.48602 6.55002 0.828
H -6.26713 4.55985 -4.56296 0.057
H -2.53059 -5.82903 5.88760 0.048
H -1.11550 1.49676 8.45234 0.065
H -0.94859 -3.25882 2.08843 0.053
O -2.75181 4.52074 -5.18351 -0.563
H 0.36099 1.03967 9.35607 0.062
H -6.56602 4.22094 -8.51143 0.060
H 4.53190 5.78770 8.65609 0.055
H 4.29249 -0.43491 -2.55607 0.038
H -0.54668 3.88263 -3.12924 0.060
H 3.69728 -4.75970 -3.40782 0.060
H -8.00808 -4.82161 -0.68354 0.057
H 3.55791 -2.09345 -0.82195 0.051
C -7.38304 1.59516 -9.06788 -0.271
O 3.07484 -1.70760 3.55138 0.050
C -0.15752 3.09656 -3.77516 -0.278
H -5.02812 -4.72882 4.39059 0.062
C -5.67465 3.61898 -8.69088 -0.268
H -4.17741 -6.53329 5.89716 0.058
H -4.82634 4.04718 -8.15983 0.038
N 3.89050 1.15235 3.35677 0.208
O 0.06281 -0.79478 -0.28215 -0.558
S 2.75418 -2.62852 -3.94048 0.783
H -2.76276 -7.56485 5.57219 0.050
C 4.00629 0.43313 -1.96351 -0.244
O 5.70808 -0.35108 -0.05791 -0.531
S -11.08465 -1.39153 -1.80617 0.807
H 2.95543 0.67034 -2.11722 0.033
H 3.39727 7.52366 7.26430 0.058
H -4.31375 -4.28132 2.82166 0.006
H -3.89704 3.97939 -2.64007 0.059
C 3.22103 -1.33174 -0.11874 -0.243
H 6.99588 -5.50452 -8.29532 0.058
C 0.85327 3.41415 7.84660 -0.242
O 7.22436 0.95821 3.65696 0.121
H 3.28373 -1.71955 0.89871 0.036
H 8.70637 0.62442 2.27961 0.124
S 4.28511 0.10689 -0.23707 0.838
H -8.28709 -2.78757 0.86636 0.045
C 1.36353 -0.01616 3.19413 -0.179
O -9.68881 -1.87325 -1.98995 -0.565
C -10.99939 0.11466 -0.82953 -0.271
H -11.93663 -3.41601 -0.91532 0.051
H 8.78220 -5.63348 -8.30696 0.054
H -11.18779 -2.41884 0.35674 0.050
N 3.34183 2.46899 5.00127 0.187
C -4.10904 3.17349 -3.34359 -0.259
H 1.33337 3.39159 8.82431 0.060
S -3.32847 -6.26178 3.67308 0.791
H 4.80411 8.62291 7.40754 0.058
H -7.08923 -1.91366 -0.12995 0.060
O 0.05007 1.82441 5.88761 -0.514
H 5.30730 3.32901 5.20486 0.123
H -5.45295 3.57636 -9.75701 0.055
S 1.59683 2.87992 -3.48383 0.812
C 2.06402 4.56938 -3.87472 -0.264
O -6.39946 2.07826 -6.65974 -0.578
H -0.32767 3.35270 -4.81993 0.049
H 1.53071 5.25791 -3.21949 0.059
H -12.81321 -2.00900 -0.27176 0.055
H -0.29932 -0.05009 8.11399 0.051
H -5.42576 5.59861 -5.73658 0.047
H 1.72988 0.21928 2.19706 0.127
H -7.10897 1.61413 -10.12264 0.054
O 3.31567 -1.41830 -4.60091 -0.552
H 2.47313 -3.70034 -6.06036 0.060
H -3.35314 2.39661 -3.25027 0.040
H -8.16217 2.32934 -8.86299 0.059
H 3.92348 0.47560 2.61105 0.140
H 4.61316 1.28838 -2.25261 0.067
H 4.08829 8.29089 5.81371 0.054
H 8.88050 -3.42748 -6.95148 0.053
H 8.92322 0.12868 5.02805 0.077
C 9.53045 0.60688 4.27096 -0.047
S 0.86856 1.76638 7.14576 0.860
O 4.65351 5.42168 5.84691 -0.572
H -6.43210 -5.53720 -1.09918 0.054
C -0.21436 -2.76128 1.45525 -0.256
S -6.23909 -3.99790 0.68669 0.824
C -2.18185 -2.22334 -0.26328 -0.260
C -4.09944 -4.64605 3.82495 -0.272
O 1.78298 2.70040 -2.01361 -0.564
S -5.93428 1.95338 -8.06741 0.799
O -4.35809 -7.18890 3.14542 -0.545
N 4.97665 1.85790 3.71815 0.106
S -4.05147 3.80459 -5.02505 0.792
H -5.03346 5.73414 -4.00422 0.057
H 7.78851 -7.03112 -7.83517 0.050
O -4.83682 -3.57535 0.38746 -0.569
C 5.53011 6.00976 8.27882 -0.267
H 10.06195 1.41575 4.75515 0.073
H -5.09386 2.74820 -3.15250 0.057
C 4.09219 -3.81334 -3.77688 -0.261
N 1.66357 1.03728 4.13978 0.094
H 7.96206 -3.15401 -5.45267 0.049
H -6.81898 -3.87948 -1.62994 0.064
H 0.28748 -0.08786 3.12759 0.104
C 2.89424 1.54612 4.18616 -0.343
C -0.15231 0.99011 8.39668 -0.247
H -10.52102 0.88057 -1.43575 0.050
C -6.94967 -4.61653 -0.83816 -0.252
H 0.15587 -3.44831 0.69375 0.072
H 2.19196 -1.03539 -0.33680 0.025
H 7.09101 -3.37951 -6.98975 0.058
H 6.09256 1.12364 1.12083 0.049

159
Properties=species:S:1:pos:R:3:lowdin_charge:R:1 method="wB97M-V/def2-TZVPD" energy_ha=-4559.759027 orbital_gap_ev=5.0 charge=-1 homo_energy_ev=-4.223 max_force_ev_per_a=6.9 e_lumo_ha=0.0287
N 1.45080 -5.38119 9.25092 0.100
F -2.57084 1.74842 -2.93024 0.076
C 2.10050 2.90107 0.88658 -0.120
H -0.69260 0.15641 5.84603 0.059
H 4.52253 -0.18701 -2.05610 0.035
H -6.83683 5.03980 -5.47882 0.064
H 5.79783 -1.25895 -7.02261 0.083
C 0.77788 1.99444 0.85874 -0.127
B 2.86377 -1.46222 0.96277 -0.392
H -2.70587 -6.35589 -3.75883 0.082
C -1.48870 -1.13408 4.15182 -0.346
H -5.01300 -4.74749 4.43628 0.076
F -1.55414 -0.90784 -2.74157 0.054
F -0.50542 2.59175 -2.12416 0.105
H -5.08278 1.93456 -2.79016 0.059
O -1.79492 -2.34341 3.96030 0.028
H -0.49961 7.69511 0.10778 0.082
F -2.97826 -0.53006 -0.78695 0.009
H -5.30947 4.83159 2.02924 0.075
H -1.70134 -6.04132 9.02065 0.042
H 1.89820 -4.12545 -11.03248 0.078
N -0.84549 5.43158 2.38176 0.158
C -1.06036 -0.91000 0.67725 -0.122
C 0.42767 -5.97946 9.18403 -0.257
C -6.82982 5.08039 -6.56926 -0.093
H 0.99096 5.57194 3.47691 0.022
C -1.19798 1.49372 -2.67910 -0.281
C 3.09973 5.85196 3.31026 -0.232
H 4.39180 -1.97146 -6.20048 0.075
F 0.43566 -0.14900 -1.94408 0.100
C -4.59952 -4.51931 -1.69531 -0.258
C 1.70291 0.52186 -6.46998 -0.072
H -2.36849 1.72251 2.47167 0.088
F -0.25366 -1.96436 0.08051 0.060
H -0.85767 -7.38565 8.22228 0.043
C 0.42959 2.01824 3.30997 -0.085
C -3.98331 -5.09288 4.54461 -0.060
C 1.90388 -0.85971 4.65148 -0.191
H 6.89511 3.22803 1.29047 0.066
C -1.42064 7.32439 0.56132 -0.053
C 4.14256 4.38412 -0.96846 -0.126
H 3.55686 -9.12951 6.91776 0.074
H 4.95785 -1.79366 -1.11615 0.077
C 5.73902 1.87890 2.47606 -0.195
C -3.05851 3.55501 -5.60372 -0.066
H 1.62989 6.94139 4.41127 0.079
H 1.01282 4.77843 0.12116 0.110
H -6.45964 4.13040 -6.95811 0.064
H -3.57560 4.42294 -5.19006 0.075
C 1.45202 2.37906 4.24185 -0.004
H -3.43898 -3.16094 -2.86631 0.071
C 1.67591 -8.94280 7.91052 -0.238
C -4.65658 5.22479 2.81057 -0.067
C -3.69957 -5.40866 5.98421 -0.226
C -0.86471 -6.73788 9.09935 -0.103
N -1.26133 4.34864 -7.43704 0.111
C -0.42862 -0.29811 2.02921 -0.223
N 4.65347 -3.86777 3.03033 0.025
H 7.65843 2.74817 2.82266 0.071
H 1.69522 3.67270 -1.27958 0.109
H -3.02238 0.92866 3.98808 0.090
H 3.76160 3.77934 -1.87321 0.096
H -0.11429 2.74157 0.93579 0.110
H 2.16470 -2.75536 -0.44171 0.085
H 4.30469 -3.90963 2.05610 0.014
H -0.58831 2.55829 3.40104 0.090
H -5.15810 6.05621 3.30901 0.077
H 1.72517 -3.67840 2.50541 0.089
H -3.36760 0.10724 2.37934 0.100
C -6.81293 1.73688 -4.02550 -0.235
C -1.41881 -0.71756 5.73199 -0.022
P 2.12266 -1.10293 2.73220 0.537
C -1.66354 0.02324 -0.44500 -0.131
H -3.84137 -5.98590 3.93344 0.077
H 1.49770 -0.47922 -6.85289 0.069
H -3.73295 5.58663 2.35516 0.041
F -0.59940 1.27311 -3.97788 0.061
F -2.04578 1.36100 -0.03865 0.051
C 3.66114 -3.40873 3.77300 -0.262
C 4.14567 -1.01292 -1.35443 -0.163
H -7.84900 5.23787 -6.92590 0.077
C -3.29061 -5.98964 -4.60446 -0.076
O 0.46586 -1.41890 2.37445 -0.238
C 3.61724 -4.29319 -12.28824 -0.255
H -4.04953 -5.29644 -4.23862 0.048
H 3.52261 -0.80549 3.03739 0.024
N -1.68127 -4.74229 -6.35919 0.100
N -5.37347 -5.41422 -1.60343 0.109
C 2.45289 -3.51510 -11.74723 -0.076
N 3.35455 -1.07970 -9.12229 0.116
H 0.70908 1.54690 -0.19176 0.086
H 2.86110 -7.49364 6.88431 0.082
H 6.30779 3.90482 2.82600 0.039
C 2.20628 -2.97347 3.26396 -0.275
H 4.85817 5.19881 -1.36164 0.093
H 3.28093 -1.53384 -1.92976 0.055
C -2.39140 -5.29283 -5.58464 -0.252
C -5.94639 6.20234 -7.03354 -0.259
H 1.23135 2.19042 5.36563 0.067
H -5.54770 0.25696 -3.14813 0.081
H 4.79252 3.66470 -0.33014 0.086
H 2.30093 3.45385 1.86356 0.092
C 1.70896 6.39203 3.47114 -0.078
H -3.79149 2.89030 -6.06501 0.077
C 0.60383 0.95469 2.06793 -0.281
O 2.01132 0.58156 2.31022 -0.315
C -0.94620 0.09008 -1.87720 -0.182
H 3.06282 2.37313 0.57307 0.094
O 2.79636 -2.79717 0.32368 -0.043
C 1.87552 4.08161 -0.22642 -0.190
H 3.58848 -8.11935 8.38048 0.078
H -2.47219 -0.46848 6.12858 0.079
H -1.03006 -1.65336 6.29247 0.094
C -2.55851 0.68243 2.95140 -0.076
H -0.99443 -7.35065 9.99306 0.073
C 6.71317 3.01249 2.34500 -0.074
H -2.05894 6.90655 -0.21925 0.079
N 3.01086 0.35372 -4.12733 0.144
N -5.24829 7.08857 -7.40031 0.105
H -3.78397 -6.83427 -5.08828 0.079
C 4.06019 -1.45922 -8.24721 -0.234
N 0.62263 -9.38053 8.23780 0.113
H -4.01649 -2.49946 -1.32123 0.061
C 3.57365 -0.31094 0.01261 -0.165
H -2.55437 3.02310 -4.79675 0.038
H 1.78676 -3.22831 -12.56284 0.075
C -1.09949 6.26767 1.57835 -0.227
C 4.95110 -1.93775 -7.13749 -0.055
N 4.19794 5.42388 3.18321 0.138
H 2.31178 1.06256 -7.19640 0.073
C -4.34487 4.14603 3.80596 -0.233
N -1.29545 -0.04414 3.20798 -0.065
H 0.75842 1.05147 -6.33274 0.062
C -5.92636 1.25366 -2.91476 -0.061
H 3.87319 -3.30994 4.90967 0.104
F -2.17607 -1.73936 1.14640 0.029
H -1.94137 8.15514 1.04090 0.079
O 3.07843 4.93268 -0.15192 -0.256
C 3.00667 -8.38548 7.49648 -0.066
H 2.69431 0.35232 -0.36324 0.086
H 5.32415 -2.93757 -7.36634 0.080
H -2.67447 -3.66362 -1.34168 0.087
N -4.09851 3.29366 4.59233 0.131
C -3.61942 -3.38779 -1.81365 -0.065
N 4.96349 0.98603 2.57962 0.173
N 4.53736 -4.90795 -12.71577 0.095
N -7.51342 2.11872 -4.90346 0.114
H -3.30629 -4.31040 4.19474 0.056
C -2.05466 3.99834 -6.62810 -0.244
C 1.93262 -0.72857 5.94926 -0.026
H 4.38716 0.28288 0.54735 0.059
H 2.11496 -0.48213 7.05908 0.031
H 2.80910 -2.61376 -11.24456 0.042
N -3.47599 -5.65832 7.12207 0.112
H 1.47496 7.06476 2.64454 0.065
H 1.52704 -3.02025 4.20720 0.071
H 2.44429 2.89880 3.97064 0.060
C 2.43249 0.42792 -5.16140 -0.231
H -6.49008 1.21066 -1.98127 0.083